1.
{
  "formula": "C28H41N5O2RhSbSeSi3",
  "method": "the ωB97M-V functional and the def2-TZVPD basis",
  "symbols": ["Rh", "O", "C", "C", "C", "C", "C", "C", "C", "O", "N", "N", "C", "C", "C", "C", "C", "C", "N", "H", "H", "H", "H", "H", "H", "H", "H", "H", "H", "C", "Si", "C", "C", "Sb", "Si", "C", "C", "C", "Si", "C", "C", "C", "H", "H", "H", "H", "H", "H", "H", "H", "H", "H", "H", "H", "H", "H", "H", "H", "H", "H", "H", "H", "H", "H", "H", "H", "H", "H", "H", "Se", "N", "C", "C", "C", "C", "C", "C", "N", "H", "H", "H", "H"],
  "positions_angstrom": [[-0.252214, -0.643295, 0.205697], [3.351061, 3.385633, 0.154126], [4.127680, 2.303442, 0.134973], [5.510482, 2.527415, 0.146564], [6.386292, 1.471694, 0.135523], [5.919708, 0.144633, 0.113223], [4.573150, -0.086157, 0.094659], [3.642382, 0.977147, 0.103140], [2.241588, 0.674518, 0.096206], [1.802623, -0.534327, 0.001940], [1.362568, 1.705951, 0.185111], [0.145448, 1.259575, 0.321710], [-0.958364, 2.121288, 0.316233], [-2.189744, 1.494448, 0.328628], [-3.420032, 2.199399, 0.389443], [-4.600947, 1.508605, 0.447923], [-4.572989, 0.107614, 0.437294], [-3.352661, -0.540819, 0.352427], [-2.186604, 0.099543, 0.294237], [2.419569, 3.128106, 0.156575], [5.855291, 3.552347, 0.165072], [7.451104, 1.666061, 0.145366], [6.622159, -0.677308, 0.105221], [4.186960, -1.095543, 0.070704], [-0.798218, 3.190217, 0.304525], [-3.397737, 3.281006, 0.396030], [-5.542997, 2.036961, 0.501902], [-5.481289, -0.475671, 0.483958], [-3.300808, -1.621956, 0.333924], [-2.841635, -4.002170, 2.197928], [-1.035736, -4.473182, 2.232471], [-0.790837, -6.280006, 1.835112], [-0.175775, -3.984606, 3.815348], [0.074734, -3.248435, 0.206758], [2.480628, -4.166313, -0.214991], [2.244487, -5.953586, -0.691942], [3.395590, -4.000696, 1.404451], [3.239401, -3.169652, -1.597658], [-1.115672, -3.649929, -2.143118], [0.116824, -3.112250, -3.422770], [-2.708713, -2.695232, -2.232817], [-1.406386, -5.490001, -2.053842], [-3.369688, -4.555396, 2.980193], [-3.310130, -4.261006, 1.244818], [-2.994589, -2.939384, 2.394902], [-1.327087, -6.869771, 2.585259], [0.259968, -6.575612, 1.882626], [-1.186998, -6.556928, 0.855346], [-0.252314, -4.815599, 4.522184], [-0.651092, -3.116653, 4.275370], [0.885026, -3.764293, 3.681909], [1.717762, -6.533958, 0.068264], [3.238903, -6.397179, -0.809270], [1.725041, -6.073220, -1.646091], [2.820069, -4.338278, 2.268495], [3.734020, -2.980334, 1.591779], [4.285245, -4.635779, 1.337812], [2.987001, -3.582361, -2.575141], [4.328993, -3.210328, -1.503188], [2.939722, -2.121995, -1.573149], [0.520118, -2.117864, -3.224117], [-0.388887, -3.076742, -4.392658], [0.947840, -3.814434, -3.509943], [-2.556630, -1.615601, -2.177852], [-3.424489, -3.002543, -1.470518], [-3.164160, -2.913249, -3.205080], [-0.536879, -6.061163, -1.719471], [-1.653370, -5.835846, -3.064065], [-2.253270, -5.727775, -1.406421], [-1.769938, -0.201989, 3.459918], [-0.271170, -0.626110, 2.561546], [0.727437, -0.614073, 3.424653], [2.096939, -0.893843, 3.124429], [2.996454, -0.863504, 4.136606], [2.620785, -0.564705, 5.493134], [1.338114, -0.304362, 5.826900], [0.344554, -0.323367, 4.793901], [-0.931916, -0.094798, 5.004851], [2.384190, -1.122000, 2.107307], [4.039084, -1.071916, 3.929268], [3.392820, -0.549954, 6.250793], [1.032251, -0.077456, 6.839336]],
  "atomic_forces_ev_per_a": [[-0.12, 0.69, 0.06], [0.60, 0.18, -0.01], [0.03, 0.29, 0.03], [0.01, 0.01, -0.01], [-0.02, 0.04, 0.00], [-0.04, -0.03, -0.01], [0.06, -0.08, 0.01], [0.01, -0.14, 0.02], [0.00, -0.02, -0.14], [0.11, -0.18, -0.01], [-0.21, -0.05, 0.00], [-0.13, -0.09, 0.11], [-0.08, 0.01, -0.03], [0.00, 0.08, -0.02], [-0.01, 0.02, 0.01], [0.02, 0.01, 0.00], [0.02, -0.01, 0.00], [-0.02, -0.03, 0.02], [0.02, -0.08, -0.07], [-0.33, -0.07, 0.00], [0.00, -0.02, 0.00], [-0.02, -0.01, 0.00], [-0.01, 0.01, 0.00], [0.02, 0.00, 0.00], [-0.04, -0.01, 0.01], [-0.01, -0.02, 0.01], [0.01, 0.00, 0.00], [0.00, 0.01, 0.00], [0.01, 0.04, 0.01], [0.05, 0.00, -0.04], [-0.07, -0.11, 0.12], [0.04, 0.03, -0.06], [0.00, 0.05, -0.09], [0.08, -0.53, 0.07], [0.10, 0.01, -0.01], [-0.01, -0.02, 0.02], [0.02, -0.04, -0.07], [0.00, -0.03, 0.02], [-0.10, 0.05, -0.02], [0.02, -0.04, 0.03], [0.06, -0.02, -0.09], [0.04, -0.02, 0.02], [0.02, -0.01, 0.00], [0.01, 0.01, 0.02], [0.02, -0.01, -0.01], [0.00, 0.02, -0.01], [-0.05, 0.04, 0.01], [0.02, 0.01, 0.05], [-0.02, 0.01, -0.02], [0.01, 0.03, -0.01], [-0.02, -0.01, 0.00], [0.02, 0.03, -0.04], [-0.03, 0.01, 0.00], [0.05, 0.04, 0.07], [-0.01, 0.00, -0.05], [-0.05, -0.01, -0.01], [0.00, 0.03, 0.02], [0.00, 0.00, 0.04], [-0.02, -0.01, 0.01], [0.01, -0.02, 0.01], [-0.01, -0.01, 0.00], [0.00, -0.01, 0.02], [-0.05, 0.04, 0.01], [0.00, -0.04, 0.00], [0.01, -0.01, 0.02], [0.01, 0.01, 0.02], [-0.08, 0.07, -0.03], [-0.02, 0.01, 0.02], [0.03, 0.01, -0.01], [-0.02, -0.10, 0.02], [-0.05, 0.13, -0.14], [0.05, -0.17, 0.07], [0.06, -0.05, 0.01], [-0.02, -0.02, -0.02], [-0.01, 0.02, 0.02], [0.05, 0.00, 0.04], [0.09, -0.01, 0.03], [-0.10, 0.08, -0.05], [0.00, 0.01, 0.04], [-0.01, 0.01, -0.01], [-0.02, 0.00, 0.00], [0.01, -0.01, -0.02]],
  "spin_multiplicity": 5,
  "charge": 2
}



2.
{
  "formula": "C28H41N5O4SeSiSr",
  "method": "the ωB97M-V functional and the def2-TZVPD basis",
  "symbols": ["Sr", "O", "C", "O", "C", "C", "C", "C", "C", "N", "C", "O", "O", "H", "H", "H", "C", "N", "C", "N", "C", "N", "C", "N", "C", "C", "H", "H", "H", "H", "H", "H", "H", "H", "H", "H", "H", "H", "C", "Si", "C", "C", "C", "C", "C", "C", "C", "C", "H", "H", "H", "H", "H", "H", "H", "H", "H", "H", "H", "H", "H", "H", "H", "H", "H", "H", "H", "H", "H", "Se", "C", "C", "C", "C", "C", "C", "H", "H", "H", "H", "H"],
  "positions_angstrom": [[0.013814, 0.614239, 0.112209], [2.471099, 1.127251, -3.660828], [2.073604, 0.771131, -2.544729], [0.893594, 0.487177, -2.180134], [3.118388, 0.761193, -1.418293], [4.475679, 0.952619, -1.643321], [5.313149, 1.048742, -0.540605], [4.774207, 1.001179, 0.738774], [3.405465, 0.813004, 0.873355], [2.625779, 0.658263, -0.194263], [2.699521, 0.828615, 2.238651], [3.373695, 1.198161, 3.208432], [1.484071, 0.499800, 2.198525], [4.825818, 1.038840, -2.662283], [6.380429, 1.185897, -0.677323], [5.369673, 1.118555, 1.633168], [0.312345, 3.746831, 1.102354], [0.927051, 3.219413, -0.150120], [2.177971, 3.939878, -0.350615], [1.954909, 5.395959, -0.448063], [1.297376, 5.850949, 0.773737], [0.019836, 5.175490, 1.013390], [-0.851540, 5.403622, -0.140987], [-0.247351, 4.972820, -1.401786], [0.043944, 3.541115, -1.311442], [1.038832, 5.653897, -1.559532], [0.992486, 3.564570, 1.934809], [-0.618042, 3.208682, 1.288708], [2.646585, 3.587055, -1.272385], [2.846465, 3.735854, 0.489938], [1.122985, 6.928385, 0.691190], [1.956581, 5.663415, 1.624786], [-1.062896, 6.475047, -0.204746], [-1.786316, 4.858489, 0.006123], [0.530512, 3.205335, -2.227651], [-0.896521, 3.002469, -1.179586], [0.870829, 6.734018, -1.619843], [1.502790, 5.313879, -2.487946], [-0.977314, -3.394812, -1.638195], [-0.406009, -2.683705, 0.073747], [1.355050, -3.568490, 0.275880], [1.373552, -5.096934, 0.249780], [2.044621, -3.095362, 1.558880], [2.193529, -3.066425, -0.906558], [-1.723140, -3.534875, 1.284295], [-3.058326, -2.838858, 1.009226], [-1.353421, -3.262861, 2.743977], [-1.938094, -5.040166, 1.108441], [-0.923970, -4.487468, -1.729246], [-0.371821, -2.960362, -2.437797], [-2.012850, -3.097462, -1.836579], [0.947525, -5.518292, 1.162373], [2.407814, -5.469075, 0.173462], [0.815111, -5.501615, -0.599217], [1.562670, -3.497902, 2.452565], [2.027430, -2.006190, 1.645510], [3.095093, -3.425030, 1.577024], [1.823092, -3.448711, -1.860630], [3.238512, -3.392981, -0.796921], [2.186658, -1.974663, -0.965237], [-2.977330, -1.754222, 1.116543], [-3.825457, -3.190115, 1.715956], [-3.425430, -3.039860, -0.000288], [-1.172330, -2.198278, 2.916336], [-0.451417, -3.801492, 3.043377], [-2.167001, -3.580776, 3.414125], [-2.124084, -5.305019, 0.063927], [-2.808586, -5.377522, 1.693707], [-1.076817, -5.616402, 1.449354], [-2.894624, 1.926699, 0.435093], [-4.151835, 0.659343, -0.222816], [-3.957570, 0.004735, -1.442907], [-4.868915, -0.930928, -1.906584], [-6.001043, -1.241088, -1.165424], [-6.204176, -0.601335, 0.051211], [-5.292338, 0.335483, 0.516497], [-3.070754, 0.225176, -2.024903], [-4.679901, -1.433814, -2.848155], [-6.706145, -1.982288, -1.522840], [-7.077091, -0.839674, 0.650000], [-5.449674, 0.821771, 1.471324]],
  "atomic_forces_ev_per_a": [[0.24, -0.84, 0.25], [-0.01, -0.11, 0.02], [-0.14, 0.14, -0.07], [0.19, 0.18, -0.20], [0.03, 0.00, -0.11], [-0.02, -0.01, 0.04], [-0.02, 0.00, -0.01], [0.01, 0.02, -0.03], [0.14, -0.13, -0.15], [-0.05, 0.08, 0.36], [0.05, 0.12, 0.00], [0.04, -0.07, -0.05], [-0.34, 0.22, -0.05], [0.01, -0.01, 0.00], [0.00, 0.00, 0.00], [0.01, 0.01, 0.00], [-0.17, -0.19, -0.46], [-0.47, 0.40, 0.05], [0.16, 0.10, 0.00], [0.19, -0.11, -0.05], [-0.04, 0.06, 0.10], [0.27, 0.04, 0.06], [-0.12, 0.04, -0.01], [0.33, 0.00, -0.05], [-0.12, -0.08, 0.45], [-0.04, 0.06, -0.07], [0.07, -0.08, -0.02], [-0.10, 0.02, 0.06], [0.03, 0.02, 0.02], [0.02, 0.01, -0.03], [-0.02, -0.01, 0.02], [0.00, 0.01, -0.01], [-0.03, 0.00, 0.00], [0.01, 0.00, 0.00], [0.03, -0.07, 0.04], [-0.08, 0.04, -0.11], [-0.03, -0.01, -0.03], [0.00, 0.01, 0.00], [-0.02, 0.00, 0.03], [-0.07, 0.06, -0.01], [-0.06, 0.02, 0.01], [0.00, 0.01, 0.00], [0.00, 0.01, -0.02], [-0.01, 0.00, 0.01], [0.12, -0.04, 0.00], [-0.02, 0.04, -0.01], [-0.01, 0.00, -0.02], [0.01, 0.01, -0.01], [0.02, -0.01, 0.00], [0.00, 0.01, -0.01], [0.02, 0.00, 0.02], [0.01, -0.01, 0.01], [0.01, 0.00, 0.00], [0.00, 0.00, 0.00], [-0.01, 0.01, 0.01], [0.01, 0.00, 0.00], [0.01, 0.00, 0.00], [-0.01, -0.01, 0.00], [0.01, 0.00, 0.00], [0.00, 0.00, -0.01], [-0.01, 0.02, 0.00], [-0.01, -0.01, 0.00], [0.00, 0.02, -0.01], [0.00, 0.00, 0.00], [0.00, -0.02, 0.00], [-0.01, 0.00, 0.01], [-0.01, 0.01, 0.00], [0.00, 0.01, 0.01], [-0.01, -0.01, -0.01], [0.01, 0.16, 0.09], [0.07, -0.12, -0.02], [0.02, 0.02, 0.02], [0.01, -0.03, -0.02], [-0.03, 0.00, 0.03], [-0.01, 0.01, -0.02], [-0.03, -0.01, -0.05], [-0.01, 0.00, 0.00], [0.00, 0.00, 0.00], [0.00, 0.00, 0.01], [0.01, -0.01, 0.00], [0.00, -0.01, 0.00]],
  "spin_multiplicity": 1,
  "charge": -2
}



Listing E for the structures above in their given order: -139757.96001 -119407.65747 eV.
Listing max |F| for the structures above in their given order: 0.0137 0.0177 Eh/bohr.
Listing energy above the lowest of the compared OMol25 structures with the same formula, charge and spin for the structures above in their given order: 0.000 0.000 eV.